Density functional theory data (ωB97M-V/def2-TZVPD) for one molecule with the formula C4H10N2O.

LUMO in eV: 0.855
SMILES: C[C@@H](N)CNC=O
Gap between HOMO and LUMO in eV: 9.88

Structure (ORCA input):
```
! RIJCOSX wB97M-V def2-TZVPD def2/J DEFGRID3
* xyz 0 1
C 0.5422 -0.4648 1.5285
C -0.2430 -0.9017 0.2644
N -1.4579 -1.6246 0.5736
C -0.5938 0.2400 -0.7253
N 0.2620 1.4216 -0.6481
C 1.2113 1.6368 -1.5981
O 1.6660 0.7855 -2.3228
H -0.1112 -0.4815 2.3958
H 1.4215 -1.0878 1.6832
H 0.9670 0.5320 1.4398
H 0.4083 -1.5805 -0.2729
H -2.0498 -1.1841 1.2569
H -1.4046 -2.6228 0.6619
H -0.4086 -0.1610 -1.7238
H -1.6238 0.5640 -0.6188
H -0.1574 2.2498 -0.2558
H 1.5717 2.6788 -1.6384
*
```

***

Density functional theory data (ωB97M-V/def2-TZVPD) for a 14-piece molecular cluster, C53H71BrN17O2S2 overall.

LUMO in eV: -3.170
Gap between HOMO and LUMO in eV: 7.71

Structure (ORCA input):
```
! RIJCOSX wB97M-V def2-TZVPD def2/J DEFGRID3
* xyz 1 1
C -5.2610 -1.8338 -6.5837
C -4.2507 -0.7095 -6.9510
Br -5.2108 0.4075 -8.3025
C -3.9443 0.2477 -5.7672
C -2.6082 0.1260 -4.9820
C -2.1157 1.5765 -4.7026
C -0.9783 1.6998 -3.6763
C -0.9118 3.1863 -3.2288
S 0.6850 3.5102 -2.4166
C 0.3368 4.6998 -1.1131
S 0.0898 6.2510 -1.4946
N 0.2541 4.3138 0.2559
C -0.8679 3.7580 0.7802
C -0.5414 3.5780 2.1088
N 0.7433 4.0204 2.3196
C 1.2197 4.4508 1.1915
C -2.9845 -0.4702 -3.5791
O -3.7200 -1.6426 -3.8170
C -2.9529 -2.6725 -4.4249
C -1.8282 -2.2495 -5.4240
C -0.6102 -3.1375 -5.1796
C 0.1854 -2.8532 -3.9039
O 1.2774 -2.3287 -4.0424
C -0.2451 -3.1919 -2.4980
C -0.6423 -4.4625 -2.0885
C -1.0462 -4.6350 -0.7894
C -1.0858 -3.5989 0.1218
C -0.6601 -2.3604 -0.3024
C -0.2466 -2.1494 -1.5938
N -1.5268 -0.7665 -5.4873
C -0.8339 -0.3276 -6.7131
C -1.3590 0.5097 -7.6865
C -0.5826 0.8444 -8.7754
N 0.6746 0.4951 -9.0332
C 1.1455 -0.2686 -8.0464
C 0.4874 -0.7139 -6.9228
H -6.1710 -1.7620 -7.1811
H -4.8514 -2.8267 -6.8064
H -5.5717 -1.7770 -5.5380
H -3.3914 -1.0873 -7.4990
H -3.9840 1.2628 -6.1773
H -4.8016 0.2097 -5.0906
H -3.0009 2.0804 -4.2906
H -1.8816 2.0985 -5.6347
H -1.0900 1.1234 -2.7583
H -0.0237 1.5162 -4.1949
H -1.1740 3.8866 -4.0262
H -1.6857 3.2964 -2.4569
H -1.7707 3.5308 0.2383
H -1.1834 3.1759 2.8781
H 2.1963 4.8706 1.0084
H -3.5525 0.2721 -3.0205
H -2.0408 -0.7351 -3.0736
H -3.6529 -3.3065 -4.9753
H -2.5757 -3.3157 -3.6185
H -2.1823 -2.5286 -6.4219
H 0.0813 -3.1905 -6.0221
H -1.0037 -4.1560 -5.0942
H -0.6441 -5.2963 -2.8055
H -1.3786 -5.6096 -0.4398
H -1.4384 -3.7617 1.1327
H -0.6910 -1.5544 0.4256
H 0.0467 -1.1336 -1.8476
H -0.7804 -0.6485 -4.7839
H -2.3652 0.9045 -7.6090
H -1.0489 1.4782 -9.5302
H 2.1864 -0.5733 -8.1557
H 1.0116 -1.3365 -6.2025
C -1.1104 7.0003 2.8572
C -2.4191 7.5926 2.5705
N -3.4479 8.0588 2.3447
H -1.1104 6.5593 3.8534
H -0.8917 6.2244 2.1277
H -0.3379 7.7657 2.8064
C 2.0156 3.4501 5.8803
C 0.7046 4.0466 5.6256
N -0.3207 4.5213 5.4228
H 2.0393 3.0209 6.8807
H 2.2102 2.6672 5.1529
H 2.7918 4.2091 5.7995
C 5.2624 3.9326 1.0154
C 4.8672 4.6246 2.2437
N 4.5594 5.1682 3.2111
H 5.3893 2.8710 1.2192
H 4.4950 4.0604 0.2533
H 6.2018 4.3405 0.6468
C 2.8934 2.1396 10.3278
C 3.4385 1.5611 9.0972
N 3.8674 1.1063 8.1296
H 2.5277 1.3510 10.9762
H 3.6685 2.6946 10.8481
H 2.0722 2.8134 10.0843
C -6.1611 -4.4687 -3.4436
C -5.6243 -5.2584 -4.5554
N -5.2044 -5.8810 -5.4308
H -6.5554 -5.1263 -2.6789
H -5.3734 -3.8550 -3.0100
H -6.9597 -3.8213 -3.8046
C 4.7214 -1.1763 5.8359
C 4.8577 -2.5081 5.2385
N 4.9637 -3.5520 4.7634
H 4.6712 -0.4210 5.0531
H 3.8150 -1.1279 6.4348
H 5.5762 -0.9674 6.4745
C 2.0530 -0.1151 3.0905
C 2.9040 1.0578 3.2980
N 3.5675 1.9856 3.4522
H 1.2217 0.1467 2.4379
H 2.6319 -0.9152 2.6315
H 1.6619 -0.4613 4.0460
C -1.9036 -8.0980 -5.5978
C -1.1148 -7.0267 -4.9981
N -0.5014 -6.1754 -4.5191
H -1.4713 -8.3822 -6.5540
H -1.9160 -8.9647 -4.9384
H -2.9236 -7.7538 -5.7600
C -4.3707 -6.7187 0.9634
C -5.2690 -5.9655 0.0862
N -5.9797 -5.3746 -0.6005
H -3.5434 -7.1241 0.3840
H -3.9775 -6.0636 1.7385
H -4.9135 -7.5378 1.4308
C -5.9245 -7.2358 -9.4411
C -4.6510 -7.4410 -8.7497
N -3.6470 -7.6091 -8.2145
H -6.3973 -6.3247 -9.0795
H -5.7526 -7.1489 -10.5121
H -6.5858 -8.0792 -9.2532
C 3.0363 3.7616 14.2547
C 3.1692 2.4356 13.6469
N 3.2739 1.3926 13.1689
H 2.9880 4.5226 13.4789
H 2.1276 3.8037 14.8528
H 3.8915 3.9636 14.8922
C 7.6815 4.9183 14.7864
C 6.3679 5.5181 14.5406
N 5.3356 5.9906 14.3464
H 7.7043 4.4742 15.7796
H 7.8787 4.1458 14.0457
H 8.4535 5.6822 14.7195
C 8.3448 4.3132 4.4533
C 8.8746 3.7287 3.2196
N 9.2845 3.2659 2.2480
H 7.9801 3.5253 5.1094
H 9.1240 4.8714 4.9686
H 7.5223 4.9862 4.2155
*
```

***

Density functional theory data (ωB97M-V/def2-TZVPD) for C21H15ClN3O6SSm as an isolated structure.

LUMO (spin up / spin down) in eV: 4.422 / 4.422
Gap between HOMO and LUMO (spin up / spin down) in eV: 6.05 / 6.00
<S²>: 8.764

Structure (ORCA input):
```
! RIJCOSX wB97M-V def2-TZVPD def2/J DEFGRID3
* xyz -2 6
Sm -2.0588 1.2314 0.2528
C 3.0497 -0.5581 -2.7633
C 3.4178 -0.9593 -1.5070
C 2.6548 -0.5479 -0.4373
C 1.5104 0.2891 -0.5789
C 1.1879 0.7194 -1.9152
C 1.9323 0.2238 -2.9725
N 0.7581 0.7711 0.4852
N 1.3094 0.9020 1.5624
C 0.4780 1.5532 2.5076
C 1.1375 1.9758 3.6000
C 0.5125 2.7082 4.5953
C -0.7964 3.1269 4.3696
C -1.4896 2.7194 3.2079
C -0.8367 1.9736 2.2290
H 3.4767 -0.8456 -3.7587
H 4.3371 -1.5619 -1.3155
H 3.0369 -0.6803 0.5541
H 0.3692 1.3089 -2.2500
H 1.6022 0.5901 -3.9639
H 2.1876 1.8080 3.7118
H 1.0319 3.1003 5.4391
H -1.2467 3.7099 5.1455
H -2.5287 2.9625 3.0586
O -3.2564 3.1053 -0.4503
S -2.2970 3.6819 -1.5064
O -2.9417 3.6230 -2.7797
O -1.1286 2.6732 -1.2738
O -1.8272 4.9932 -1.1592
Cl -4.8979 -0.7551 0.9585
C -4.3957 0.9210 1.0616
H -4.6900 1.3568 2.0535
H -4.8281 1.5010 0.2461
O -0.7985 -1.3746 -3.3928
C -0.7089 -1.6147 -2.1790
N -1.3190 -0.9886 -1.0894
C -0.8739 -1.6126 0.0127
O -1.1929 -1.2689 1.1414
C 0.0376 -2.8227 -0.3676
C 0.6652 -3.8216 0.3359
C 1.3776 -4.7466 -0.4048
C 1.4826 -4.6427 -1.8151
C 0.8976 -3.6170 -2.5090
C 0.1758 -2.7289 -1.7534
H 0.6079 -3.8716 1.4215
H 1.7297 -5.6539 0.0289
H 2.1553 -5.2964 -2.2828
H 0.9933 -3.5596 -3.5534
*
```

***

Let's list molecular weight in order: 102.137; 1122.306; 623.246 g/mol.
Let's list F_max in order: 0.86; 3.03; 3.27 eV Å⁻¹.